Entry 1:
ORCA calculation (ωB97M-V/def2-TZVPD) on an isolated molecule of C26H29ClN4O.

Computed properties:
Energy relative to the best compared isomer or geometry (same formula, charge and spin) (kJ/mol): 0.00
Kohn-Sham gap (eV): 8.95
SMILES: C=CCn1cc(CN2CCC(C(=O)Nc3cccc(-c4cccc(Cl)c4)c3)CC2)c(C)n1

```
61
C26H29ClN4O ωB97M-V/def2-TZVPD
C 1.55 3.68 2.66
C 2.26 2.84 1.95
C 1.79 2.12 0.71
N 0.41 2.34 0.39
C -0.67 1.83 1.02
C -1.79 2.31 0.36
C -3.23 1.97 0.60
N -3.63 0.64 0.14
C -3.03 -0.42 0.91
C -3.60 -1.77 0.48
C -3.25 -2.02 -0.99
C -1.73 -2.09 -1.16
O -1.09 -1.37 -1.89
N -1.16 -3.08 -0.40
C 0.20 -3.27 -0.14
C 0.62 -4.50 0.36
C 1.95 -4.70 0.68
C 2.87 -3.68 0.52
C 2.46 -2.44 0.03
C 3.42 -1.33 -0.11
C 4.38 -1.09 0.87
C 5.26 -0.03 0.74
C 5.20 0.81 -0.36
C 4.25 0.56 -1.33
Cl 4.17 1.60 -2.72
C 3.36 -0.49 -1.22
C 1.12 -2.24 -0.30
C -3.85 -0.87 -1.80
C -3.37 0.48 -1.29
C -1.26 3.12 -0.67
C -1.99 3.91 -1.70
N 0.06 3.13 -0.62
H 1.95 4.16 3.54
H 0.53 3.93 2.40
H 3.28 2.60 2.21
H 2.37 2.48 -0.15
H 1.98 1.05 0.83
H -0.57 1.20 1.88
H -3.45 2.01 1.68
H -3.86 2.70 0.09
H -3.25 -0.24 1.97
H -1.93 -0.45 0.79
H -4.69 -1.74 0.58
H -3.22 -2.55 1.14
H -3.67 -2.97 -1.32
H -1.77 -3.77 0.01
H -0.10 -5.29 0.50
H 2.27 -5.66 1.05
H 3.91 -3.84 0.76
H 4.42 -1.72 1.74
H 6.00 0.15 1.51
H 5.89 1.63 -0.46
H 2.63 -0.66 -2.00
H 0.80 -1.29 -0.67
H -3.55 -0.97 -2.85
H -4.93 -0.93 -1.74
H -3.92 1.27 -1.81
H -2.30 0.60 -1.52
H -1.28 4.53 -2.24
H -2.48 3.25 -2.41
H -2.74 4.54 -1.23
```

---

Entry 2:
ORCA calculation (ωB97M-V/def2-TZVPD) on an isolated molecule of C5H10N2S.

Computed properties:
Energy relative to the best compared isomer or geometry (same formula, charge and spin) (kJ/mol): 112.95
Kohn-Sham gap (eV): 9.89
SMILES: [H]/N=C\N[C@H](C)[C@H]1CS1

```
18
C5H10N2S ωB97M-V/def2-TZVPD
H 1.56 -0.75 1.96
N 2.27 -0.10 1.57
C 2.11 0.12 0.33
N 1.09 -0.15 -0.53
C -0.29 -0.61 -0.11
C -0.81 -1.58 -1.15
C -1.27 0.54 0.17
C -0.80 1.82 0.78
S -1.40 1.96 -0.91
H 2.80 0.72 -0.25
H 1.06 0.36 -1.40
H -0.10 -1.11 0.85
H -0.88 -1.13 -2.15
H -1.81 -1.96 -0.87
H -0.10 -2.47 -1.25
H -2.27 0.14 0.53
H -1.46 2.24 1.54
H 0.30 1.95 0.90
```

---

Entry 3:
ORCA calculation (ωB97M-V/def2-TZVPD) on a structure of composition C14H27CrF2N3O8PdS.

Computed properties:
Spin multiplicity: 7
Kohn-Sham gap (alpha / beta) (eV): 5.71 / 6.62

```
57
C14H27CrF2N3O8PdS ωB97M-V/def2-TZVPD
Cr -0.61 1.08 2.55
Pd -3.65 2.65 0.70
F -1.54 1.70 0.82
F -0.52 3.00 3.23
S -3.55 1.38 3.66
O -3.15 2.62 4.36
O -4.24 0.53 4.63
O -4.19 1.63 2.40
O -2.36 0.73 3.27
C -2.63 -1.75 0.88
C -1.32 -2.00 1.63
C -0.53 -3.19 1.09
O 0.63 -3.50 1.95
C 1.87 -3.68 1.33
N -0.42 -0.86 1.60
H -3.20 -2.66 0.72
H -2.41 -1.30 -0.08
H -3.28 -1.06 1.42
H -1.57 -2.30 2.65
H -0.21 -3.04 0.05
H -1.07 -4.14 1.16
H 1.92 -4.36 0.48
H 2.46 -4.18 2.10
H 2.42 -2.79 1.03
H 0.49 -1.22 1.85
H -0.43 -0.77 0.59
C 1.36 3.15 0.26
C 1.75 1.69 0.56
C 3.18 1.32 0.30
O 3.33 -0.11 0.57
C 4.71 -0.35 0.53
N 1.44 1.42 1.94
H 0.43 3.37 0.76
H 1.10 3.25 -0.80
H 2.16 3.84 0.52
H 1.28 1.06 -0.18
H 3.75 1.87 1.05
H 3.41 1.66 -0.71
H 4.98 -1.41 0.48
H 5.18 0.04 1.44
H 5.07 0.10 -0.39
H 2.11 0.67 2.03
H 1.82 2.10 2.59
C -2.09 1.53 -5.15
C -1.49 0.42 -5.72
C -0.75 -0.52 -4.98
C -0.65 -0.27 -3.57
C -1.25 0.86 -3.04
C -1.87 1.87 -3.84
N -0.05 -1.30 -2.62
O 0.43 -2.30 -3.18
O 0.04 -1.13 -1.42
H -2.75 2.14 -5.75
H -1.61 0.14 -6.76
H -0.27 -1.35 -5.49
H -1.25 0.99 -1.97
H -2.39 2.76 -3.52
```

---

Entry 4:
ORCA calculation (ωB97M-V/def2-TZVPD) on a cluster of 3 separate species, C11H18ClO7S in total.

Computed properties:
Charge: -1
Kohn-Sham gap (eV): 8.09

```
38
C11H18ClO7S ωB97M-V/def2-TZVPD
O -5.80 -1.52 0.46
S -4.40 -1.27 0.15
O -3.93 -1.88 -1.09
O -3.99 0.13 0.28
C -3.48 -2.15 1.45
C -2.01 -1.75 1.42
C -1.75 -0.47 2.20
Cl -0.21 0.28 1.67
H -3.59 -3.20 1.21
H -3.97 -1.93 2.40
H -1.75 -1.57 0.38
H -1.35 -2.56 1.76
H -2.52 0.24 1.93
H -1.70 -0.61 3.27
O 2.64 -1.52 -0.70
C 3.44 -0.80 -0.20
O 4.65 -1.28 0.25
C 5.39 -0.23 0.89
C 4.82 1.07 0.32
C 3.37 0.69 0.07
H 5.24 -0.31 1.97
H 6.44 -0.38 0.67
H 4.96 1.91 0.99
H 5.32 1.30 -0.62
H 2.74 0.85 0.95
H 2.91 1.20 -0.77
O 0.64 2.80 -0.31
C -0.03 2.14 -1.06
O 0.50 1.57 -2.17
C -0.53 0.88 -2.91
C -1.64 0.61 -1.90
C -1.50 1.80 -0.96
H -0.86 1.54 -3.72
H -0.10 -0.02 -3.33
H -2.63 0.51 -2.36
H -1.44 -0.31 -1.35
H -2.08 2.67 -1.30
H -1.77 1.57 0.06
```

---

Entry 5:
ORCA calculation (ωB97M-V/def2-TZVPD) on a structure of composition C9H18O9Rb.

Computed properties:
Energy relative to the best compared isomer or geometry (same formula, charge and spin) (kJ/mol): 19.61
Charge: +1
Kohn-Sham gap (eV): 11.06

```
37
C9H18O9Rb ωB97M-V/def2-TZVPD
Rb 0.38 -1.30 -0.89
C -3.18 0.97 -1.93
O -3.39 0.33 -3.18
C -2.43 -0.42 -3.66
O -1.31 -0.53 -3.21
O -2.89 -1.03 -4.72
C -2.02 -1.92 -5.42
H -4.08 1.53 -1.70
H -2.33 1.66 -1.95
H -3.04 0.22 -1.15
H -1.26 -1.33 -5.93
H -2.63 -2.47 -6.13
H -1.53 -2.62 -4.75
C -1.30 4.06 0.27
O -0.62 2.97 -0.37
C 0.22 2.25 0.33
O 0.95 1.43 -0.16
O 0.16 2.49 1.63
C 0.91 1.67 2.51
H -1.81 4.61 -0.51
H -0.66 4.81 0.73
H -2.01 3.67 1.00
H 0.61 1.94 3.52
H 1.97 1.91 2.40
H 0.71 0.61 2.41
C 0.66 -3.21 3.42
O 2.04 -2.90 3.45
C 2.50 -2.09 2.51
O 1.88 -1.68 1.57
O 3.78 -1.91 2.78
C 4.54 -1.13 1.85
H 0.02 -2.33 3.58
H 0.47 -3.78 4.33
H 0.40 -3.66 2.46
H 4.36 -1.40 0.81
H 5.57 -1.35 2.13
H 4.39 -0.06 1.97
```

---

Entry 6:
ORCA calculation (ωB97M-V/def2-TZVPD) on a structure of composition C4H9DyO3.

Computed properties:
Energy relative to the best compared isomer or geometry (same formula, charge and spin) (kJ/mol): 0.00
Charge: +1
Spin multiplicity: 7
Kohn-Sham gap (alpha / beta) (eV): 8.16 / 8.69

```
17
C4H9DyO3 ωB97M-V/def2-TZVPD
O 1.34 -0.68 0.98
C 0.94 0.64 1.08
C 0.85 1.31 -0.28
O 0.08 0.45 -1.12
C -0.21 0.98 -2.40
Dy 0.56 -1.94 -0.58
H 1.62 1.24 1.70
H -0.07 0.72 1.55
H 1.85 1.44 -0.73
H 0.36 2.30 -0.22
H -0.81 0.23 -2.94
H -0.79 1.91 -2.30
H 0.72 1.18 -2.95
O -1.51 -2.34 0.86
C -1.60 -2.39 2.07
H -0.75 -2.72 2.70
H -2.58 -2.31 2.57
```

---

Entry 7:
ORCA calculation (ωB97M-V/def2-TZVPD) on a cluster of 11 separate species, C27H76N2O11 in total.

Computed properties:
Energy relative to the best compared isomer or geometry (same formula, charge and spin) (kJ/mol): 1009.33
Kohn-Sham gap (eV): 9.08
SMILES: NC(N)=O.CC(C)O.CC(C)O.CC(C)O.CC(C)O.CC(C)O.CC(C)O.CC(C)O.CC(C)O.CO.CO

```
116
C27H76N2O11 ωB97M-V/def2-TZVPD
N 16.08 15.97 25.70
C 15.32 16.41 26.68
N 14.07 16.20 26.39
O 15.73 16.81 27.93
H 17.12 16.03 25.80
H 15.79 15.90 24.74
H 13.44 16.74 27.01
H 13.67 15.74 25.61
C 13.74 23.26 21.76
C 13.95 22.02 22.62
C 12.73 21.64 23.40
O 14.29 20.96 22.03
H 14.64 23.32 21.10
H 13.59 24.17 22.32
H 12.89 23.19 21.05
H 14.78 22.18 23.25
H 13.00 20.73 23.98
H 11.89 21.38 22.70
H 12.42 22.45 24.05
H 14.73 20.39 22.63
C 22.04 19.72 21.27
C 20.54 19.57 21.16
C 19.87 20.87 21.56
O 20.23 19.27 19.99
H 22.31 20.58 20.62
H 22.49 18.82 21.11
H 22.29 19.98 22.25
H 20.10 18.81 21.80
H 20.30 21.06 22.55
H 18.83 20.95 21.51
H 20.29 21.76 21.00
H 20.31 19.98 19.34
C 16.49 23.96 18.98
C 17.49 24.12 20.09
C 17.17 23.38 21.42
O 18.61 23.66 19.83
H 16.71 24.65 18.23
H 15.50 24.06 19.37
H 16.61 22.94 18.64
H 17.62 25.21 20.32
H 16.89 22.35 21.33
H 16.40 23.79 22.05
H 18.04 23.40 22.08
H 18.87 24.17 19.04
C 11.68 18.07 24.34
C 11.48 18.41 22.86
C 12.75 18.09 22.17
O 10.50 17.84 22.34
H 12.17 17.08 24.55
H 10.72 18.04 24.85
H 12.29 18.84 24.78
H 11.24 19.49 22.67
H 13.52 18.65 22.68
H 12.63 18.63 21.25
H 12.96 17.09 22.03
H 9.79 18.48 22.40
C 15.09 14.40 22.06
C 15.66 15.75 22.48
C 15.69 16.71 21.30
O 14.99 16.28 23.39
H 14.09 14.43 21.69
H 15.16 13.65 22.79
H 15.78 13.94 21.31
H 16.76 15.59 22.80
H 14.70 16.83 20.86
H 16.43 16.28 20.64
H 16.16 17.68 21.54
H 14.10 15.98 23.45
C 18.90 14.43 21.32
C 19.46 15.90 21.19
C 20.62 16.09 22.15
O 19.67 16.27 20.00
H 18.03 14.22 20.77
H 18.57 14.33 22.39
H 19.57 13.62 21.11
H 18.64 16.56 21.51
H 21.38 15.39 21.86
H 20.38 15.86 23.16
H 21.09 17.03 22.02
H 19.87 17.22 20.06
C 16.23 19.88 20.01
C 16.86 18.92 19.03
C 15.81 18.52 17.95
O 17.87 19.34 18.49
H 15.23 19.56 20.25
H 16.15 20.88 19.71
H 16.91 19.96 20.87
H 17.17 18.02 19.58
H 15.50 19.44 17.42
H 14.98 18.12 18.42
H 16.18 17.79 17.29
H 18.59 19.25 19.06
C 17.88 18.56 23.50
C 16.67 19.26 24.19
C 17.07 20.68 24.44
O 15.56 19.26 23.65
H 18.81 18.70 24.07
H 17.91 19.06 22.61
H 17.68 17.53 23.48
H 16.54 18.79 25.19
H 17.25 21.18 23.46
H 17.97 20.82 25.12
H 16.24 21.15 25.00
H 15.30 18.37 23.50
C 14.72 20.51 27.29
O 14.16 19.95 26.15
H 15.56 19.92 27.64
H 13.96 20.68 28.12
H 15.12 21.40 27.06
H 14.78 20.00 25.49
C 19.79 16.62 26.03
O 18.70 15.97 25.41
H 19.39 17.37 26.70
H 20.38 17.12 25.23
H 20.47 15.89 26.53
H 19.02 15.40 24.67
```

---

Entry 8:
ORCA calculation (ωB97M-V/def2-TZVPD) on a structure of composition C4H2FLiO4Zn.

Computed properties:
Energy relative to the best compared isomer or geometry (same formula, charge and spin) (kJ/mol): 15.31
Charge: +2
Kohn-Sham gap (eV): 7.01

```
13
C4H2FLiO4Zn ωB97M-V/def2-TZVPD
O -2.61 -0.85 0.68
C -3.69 -0.74 1.08
O -4.78 -0.65 1.48
O 2.11 1.47 0.12
C 2.84 0.41 0.03
C 0.68 1.18 0.08
O 2.01 -0.66 -0.08
C 0.64 -0.27 -0.34
Li 2.46 -1.23 -2.16
H 0.20 1.85 -0.64
H 0.28 1.34 1.09
F 0.58 -0.32 -1.78
Zn -0.72 -1.53 0.43
```

---

In the order shown, the computed max |F| values come out to 0.0162, 0.0497, 0.0813, 0.0100, 0.0311, 0.0278, 0.2154, 0.1112 Eh/bohr.